(1)
DFT (ωB97M-V with the def2-TZVPD basis set) results for a structure of composition C45H53BCl2N13O2PbS.

Results
* frontier orbital gap: 0.2875 hartree
* energy relative to the best compared isomer or geometry (same formula, charge and spin): 0.0 kJ/mol
* total charge: -1

Each line ends with the Mulliken charge.
Element x y z (Å)
Pb: -0.28 0.61 -0.76  3.2627
C: 1.79 2.97 4.63  -1.2763
C: 1.01 1.93 3.89  0.7760
C: 0.20 0.97 4.45  -1.4754
C: -0.26 0.20 3.36  -0.4337
N: 0.26 0.65 2.23  0.7733
N: 1.03 1.71 2.54  -0.0502
B: 1.92 2.48 1.52  -2.1725
N: 1.19 3.47 0.55  0.4551
N: 0.56 3.17 -0.62  0.3630
C: 0.34 4.33 -1.25  0.1079
C: 0.80 5.39 -0.46  -1.3413
C: 1.34 4.82 0.66  0.5988
C: 2.00 5.55 1.78  -1.2632
C: -0.27 4.50 -2.59  0.3798
C: -0.37 5.78 -3.13  -0.5943
C: -0.94 5.99 -4.38  -0.7835
C: -1.41 4.92 -5.13  -0.5157
C: -1.29 3.64 -4.61  -0.7784
C: -0.73 3.44 -3.36  0.9533
N: 2.86 1.52 0.74  0.7369
N: 2.53 0.72 -0.31  0.2466
C: 3.66 0.10 -0.68  -0.2327
C: 4.73 0.51 0.14  -1.4142
C: 4.18 1.41 1.03  0.7528
C: 4.89 2.13 2.12  -1.3931
C: 3.75 -0.88 -1.77  0.3080
C: 4.87 -1.72 -1.86  -0.5641
C: 4.96 -2.66 -2.88  -0.7482
C: 3.95 -2.78 -3.82  -0.5744
C: 2.85 -1.93 -3.75  -0.4434
C: 2.77 -0.99 -2.74  0.3575
C: -1.14 -0.98 3.45  0.7751
C: -2.10 -1.04 4.46  -0.5438
C: -2.93 -2.15 4.58  -0.9791
C: -2.80 -3.21 3.70  -0.5968
C: -1.85 -3.15 2.69  -0.5913
C: -1.03 -2.04 2.56  1.4118
H: 1.63 2.83 5.69  0.4032
H: 2.86 2.90 4.43  0.1690
H: 1.47 3.98 4.37  0.1120
H: -0.03 0.84 5.49  0.5483
H: 2.63 3.16 2.19  -0.3004
H: 0.75 6.45 -0.66  0.3932
H: 1.92 6.62 1.59  0.3918
H: 1.53 5.34 2.74  0.0944
H: 3.06 5.29 1.87  0.2005
H: -0.01 6.64 -2.58  0.2681
H: -1.01 7.00 -4.77  0.3776
H: -1.86 5.09 -6.10  0.3928
H: -1.64 2.78 -5.18  0.3516
H: -0.65 2.44 -2.98  -0.1959
H: 5.76 0.21 0.09  0.4938
H: 5.92 1.79 2.17  0.4273
H: 4.89 3.21 1.95  0.1613
H: 4.42 1.95 3.09  0.1447
H: 5.66 -1.65 -1.14  0.2793
H: 5.83 -3.30 -2.94  0.3853
H: 4.02 -3.52 -4.61  0.4156
H: 2.06 -1.99 -4.49  0.3914
H: 1.93 -0.31 -2.72  0.4550
H: -2.22 -0.21 5.14  0.3815
H: -3.67 -2.18 5.37  0.3504
H: -3.45 -4.07 3.79  0.4298
H: -1.75 -3.98 1.99  0.3904
H: -0.31 -1.98 1.75  -0.4038
C: -4.87 -2.57 -1.37  -1.1012
N: -4.49 -2.07 -0.05  0.2969
C: -5.63 -1.59 0.73  -0.7075
C: -5.09 -0.42 1.55  -0.7209
N: -3.76 -0.24 1.03  1.4683
C: -2.96 0.81 1.62  -1.5986
C: -3.40 -1.19 0.12  -1.9649
N: -2.21 -1.30 -0.38  1.6067
C: -1.91 -2.49 -1.15  -0.8889
C: -0.44 -2.67 -1.52  -1.0471
N: 0.47 -2.49 -0.41  1.1874
C: 1.39 -3.32 -0.16  -0.7345
N: 2.44 -3.05 0.69  0.6251
C: 2.33 -2.15 1.81  -0.2990
C: 3.45 -4.09 0.66  -0.6921
C: 2.82 -5.19 -0.20  -0.6185
N: 1.57 -4.62 -0.69  0.1066
C: 0.42 -5.52 -0.72  -0.9633
H: -5.90 -2.91 -1.31  0.5065
H: -4.27 -3.43 -1.67  0.2968
H: -4.81 -1.80 -2.14  0.2720
H: -6.02 -2.39 1.36  0.2942
H: -6.43 -1.25 0.06  0.4769
H: -5.05 -0.66 2.62  0.2622
H: -5.68 0.49 1.42  0.3583
H: -3.37 1.78 1.36  0.4938
H: -1.94 0.75 1.28  0.0157
H: -2.97 0.70 2.71  0.4404
H: -2.44 -2.47 -2.11  0.3534
H: -2.23 -3.39 -0.61  0.4917
H: -0.18 -1.94 -2.30  -1.0601
H: -0.38 -3.64 -2.01  0.7351
H: 1.69 -1.32 1.53  -0.5877
H: 3.32 -1.77 2.08  0.5069
H: 1.89 -2.65 2.69  0.3910
H: 3.70 -4.43 1.67  0.4415
H: 4.36 -3.72 0.20  0.1423
H: 2.62 -6.09 0.38  0.3287
H: 3.47 -5.47 -1.03  0.3245
H: 0.60 -6.37 -0.05  0.3368
H: 0.24 -5.91 -1.73  0.3205
H: -0.47 -5.01 -0.38  0.2214
S: -0.65 -0.39 -5.80  -0.4194
C: -0.46 -0.07 -4.23  0.3249
N: -0.30 0.16 -3.09  -1.2452
Cl: -6.03 1.02 -1.94  -0.2007
C: -4.51 1.68 -2.60  0.0902
Cl: -3.75 0.51 -3.69  -0.1743
C: -3.58 2.18 -1.43  0.0564
O: -4.14 2.99 -0.69  -0.7134
O: -2.40 1.76 -1.42  -0.5355
H: -4.80 2.53 -3.21  0.4985



(2)
DFT (ωB97M-V with the def2-TZVPD basis set) results for a structure of composition C45H53CaCl2N4O6SSe.

Results
* frontier orbital gap: 0.2484 hartree
* energy relative to the best compared isomer or geometry (same formula, charge and spin): 88.0 kJ/mol
* total charge: -1

Each line ends with the Mulliken charge.
Element x y z (Å)
Ca: -1.34 -0.08 0.69  2.1233
C: 0.37 5.98 -4.68  -1.6606
C: -0.76 6.10 -3.64  2.2322
C: -0.34 7.10 -2.56  -1.7569
C: -2.00 6.65 -4.35  -2.3153
C: -1.01 4.73 -3.01  -0.8742
C: 0.01 4.08 -2.33  -0.0443
C: -0.20 2.84 -1.75  0.1143
Se: 1.29 2.00 -0.88  0.4378
C: 1.95 1.02 -2.40  -0.0437
C: 2.70 1.69 -3.35  -0.6594
C: 3.16 1.04 -4.49  -0.2917
C: 2.87 -0.31 -4.62  -0.1848
C: 2.14 -1.04 -3.68  0.0471
C: 1.67 -0.33 -2.58  -0.0736
O: 0.80 -0.93 -1.68  0.1386
C: 1.92 -2.54 -3.96  2.0827
C: 1.16 -2.69 -5.29  -1.7501
C: 3.29 -3.22 -4.07  -1.7323
C: 1.12 -3.30 -2.90  -1.9213
C: 3.95 1.76 -5.59  2.1997
C: 3.19 1.65 -6.91  -1.6313
C: 4.16 3.24 -5.27  -2.1115
C: 5.33 1.10 -5.74  -1.7223
C: -1.45 2.18 -1.77  0.1228
O: -1.61 1.03 -1.20  -1.3833
C: -2.50 2.84 -2.48  -0.3057
C: -2.24 4.07 -3.06  0.3744
C: -3.88 2.18 -2.59  2.2884
C: -3.75 0.81 -3.28  -1.5903
C: -4.85 3.02 -3.41  -2.4829
C: -4.49 1.99 -1.19  -1.4213
H: 0.56 6.95 -5.15  0.4880
H: 0.10 5.26 -5.46  0.3317
H: 1.30 5.64 -4.22  0.3135
H: -0.15 8.09 -3.00  0.4704
H: 0.58 6.78 -2.06  0.3053
H: -1.12 7.20 -1.81  0.3656
H: -1.77 7.62 -4.79  0.4302
H: -2.83 6.78 -3.65  0.4350
H: -2.33 5.99 -5.15  0.3872
H: 0.99 4.53 -2.25  0.5058
H: 2.90 2.74 -3.19  0.4231
H: 3.24 -0.83 -5.50  0.3510
H: 1.71 -2.26 -6.13  0.3249
H: 0.19 -2.20 -5.23  0.3788
H: 1.00 -3.75 -5.51  0.4675
H: 3.90 -2.80 -4.87  0.2830
H: 3.16 -4.29 -4.27  0.4766
H: 3.85 -3.12 -3.14  0.3895
H: 0.12 -2.90 -2.77  0.2951
H: 1.63 -3.29 -1.93  0.3334
H: 1.04 -4.34 -3.22  0.5656
H: 2.20 2.11 -6.83  0.3254
H: 3.04 0.61 -7.21  0.3087
H: 3.74 2.16 -7.71  0.4743
H: 3.20 3.76 -5.18  0.3262
H: 4.72 3.70 -6.08  0.4661
H: 4.72 3.38 -4.34  0.3954
H: 5.24 0.05 -6.02  0.3164
H: 5.88 1.14 -4.80  0.3584
H: 5.91 1.61 -6.50  0.4621
H: -3.05 4.56 -3.59  0.5722
H: -3.35 0.94 -4.29  0.3232
H: -4.73 0.34 -3.36  0.4598
H: -3.09 0.15 -2.73  0.1249
H: -4.49 3.18 -4.43  0.4200
H: -5.05 3.99 -2.95  0.3981
H: -5.81 2.49 -3.48  0.4722
H: -3.90 1.32 -0.58  0.1117
H: -5.50 1.57 -1.28  0.4911
H: -4.57 2.96 -0.68  0.2908
O: -0.11 2.73 1.89  -0.6070
S: -0.83 2.05 2.95  1.6301
O: -2.27 2.23 2.96  -0.7713
N: -0.41 0.52 2.86  -0.7153
C: -0.97 -0.43 3.72  0.6561
C: -1.57 -0.18 4.93  -0.1814
C: -2.01 -1.23 5.77  -1.0522
C: -1.86 -2.53 5.42  -0.9927
C: -1.29 -2.84 4.16  1.2987
C: -1.15 -4.17 3.70  -0.6702
C: -0.65 -4.41 2.46  -1.0311
C: -0.31 -3.31 1.65  0.0339
N: -0.42 -2.07 2.04  0.0670
C: -0.87 -1.81 3.30  -0.3345
C: -0.23 2.71 4.49  -0.3372
C: -0.98 3.66 5.16  -0.2123
C: -0.48 4.21 6.33  -0.6190
C: 0.75 3.80 6.82  -0.3784
C: 1.49 2.84 6.14  -0.8812
C: 1.00 2.29 4.97  -0.2896
H: -1.72 0.83 5.26  0.3621
H: -2.48 -0.97 6.71  0.3839
H: -2.20 -3.34 6.06  0.3439
H: -1.46 -4.98 4.35  0.4075
H: -0.53 -5.42 2.08  0.3939
H: 0.03 -3.47 0.63  0.2861
H: -1.95 3.95 4.76  0.4727
H: -1.06 4.95 6.86  0.4023
H: 1.13 4.23 7.74  0.3814
H: 2.45 2.52 6.53  0.4136
H: 1.56 1.54 4.42  0.5497
O: 2.32 -1.05 -0.12  -0.3516
N: 1.19 -0.90 -0.31  -0.0633
O: -5.00 -1.85 2.61  -0.6941
C: -4.17 -1.53 1.82  0.4821
N: -3.33 -1.24 1.02  -1.0116
Cl: 3.90 4.65 0.99  -0.2097
C: 2.86 3.65 2.03  0.3998
Cl: 3.52 2.02 2.25  -0.1833
H: 1.88 3.55 1.58  -0.3758
H: 2.81 4.12 3.00  0.3751